# 1
Density functional theory data (ωB97M-V/def2-TZVPD) for a 5-piece molecular cluster, C21H40N8O5PS overall.

net charge: +1
multiplicity: 1

XYZ file:
```
76
Properties=species:S:1:pos:R:3:forces:R:3:lowdin_charge:R:1
N 1.520881 0.852453 3.068333 -0.627 0.276 -0.747 -0.094
P 1.347406 1.967500 1.809243 -0.259 -0.524 0.580 1.002
C 2.004053 3.520491 2.422594 0.238 0.230 -0.125 -0.333
C 1.912213 4.708033 1.454324 -0.255 -0.641 -0.329 -0.489
S 3.074055 4.624417 0.059499 0.225 0.032 -0.019 1.017
C 2.187764 3.551147 -0.996752 0.181 -0.025 0.227 -0.728
N 2.583727 2.424870 -1.488873 -0.304 0.335 0.162 0.063
N 1.535601 1.974168 -2.280640 -0.164 0.120 0.041 0.084
C 0.595797 2.846010 -2.178601 0.744 -0.518 -0.255 -0.167
O 0.935305 3.894546 -1.389532 -0.375 -0.149 -0.216 0.034
C -0.399914 2.093935 1.376150 0.643 0.424 -0.111 -0.413
C -1.212238 2.925477 2.126597 -0.129 -0.077 -0.092 -0.055
C -2.561473 2.953372 1.806975 -0.219 -0.247 -0.013 -0.027
C -3.009990 2.147186 0.775133 0.394 0.194 0.142 -0.013
C -2.087072 1.365990 0.082908 -0.296 -0.234 -0.142 -0.113
N -0.789910 1.318661 0.362999 -0.162 0.185 0.138 0.074
H 1.238807 -0.049699 2.680594 0.363 -0.198 0.152 0.071
H 0.780450 1.066010 3.738205 0.286 -0.008 0.351 0.071
H 2.066552 1.449603 0.731561 -0.024 0.072 0.010 0.071
H 1.479159 3.766244 3.347349 -0.160 -0.137 0.088 0.102
H 3.036577 3.315258 2.701191 0.135 -0.025 0.015 0.101
H 0.911941 4.761616 1.032222 -0.144 0.284 0.087 0.067
H 2.119014 5.626229 1.988535 0.088 0.167 0.020 0.082
H -0.342394 2.764906 -2.692104 -0.288 0.414 0.167 0.140
H -0.842743 3.527570 2.942651 0.026 0.159 0.042 0.100
H -3.228970 3.575204 2.379265 -0.046 0.152 0.060 0.103
H -4.051415 2.126542 0.500833 -0.115 -0.033 -0.074 0.116
H -2.436733 0.740430 -0.725690 0.113 -0.121 -0.126 0.120
C 3.244427 -0.556205 -3.335759 0.090 -0.041 -0.050 -0.036
C 4.061453 -1.196758 -4.434247 0.159 0.026 -0.079 -0.560
O 5.130531 -0.724373 -4.793089 -0.037 0.021 0.053 0.020
N 3.557820 -2.308922 -5.021567 -0.114 0.055 0.176 0.011
C 2.315468 -3.014875 -4.726062 0.561 0.103 -0.365 -0.092
H 3.773511 0.322028 -2.980618 0.059 -0.002 -0.048 0.059
H 2.274055 -0.246380 -3.719427 -0.076 -0.060 0.115 0.066
H 3.104826 -1.244851 -2.500387 -0.123 -0.010 -0.033 0.079
H 4.142873 -2.667481 -5.759521 0.003 -0.023 -0.005 0.138
H 2.536438 -4.045735 -4.456729 -0.141 -0.026 0.063 0.077
H 1.679634 -3.018898 -5.608436 -0.160 -0.059 0.094 0.080
H 1.779625 -2.545543 -3.911312 -0.003 0.025 0.018 0.064
C -4.103923 6.940297 2.589787 0.016 -0.104 0.012 -0.001
C -2.698866 6.654565 3.057800 0.003 -0.021 0.096 -0.535
O -2.365033 5.543087 3.463384 0.095 -0.028 -0.130 -0.001
N -1.809375 7.670714 3.021833 -0.139 -0.045 -0.115 0.012
C -2.022657 9.040619 2.580409 0.299 -0.122 0.141 -0.060
H -4.694038 6.033826 2.682710 0.035 -0.024 0.038 0.081
H -4.562174 7.716887 3.201657 -0.021 0.055 -0.079 0.092
H -4.105263 7.254822 1.545795 -0.046 0.097 0.027 0.090
H -0.892559 7.417446 3.353869 0.008 0.053 0.055 0.136
H -1.349196 9.270645 1.754503 -0.076 0.072 -0.041 0.086
H -1.812858 9.727499 3.400221 -0.077 0.071 -0.039 0.089
H -3.044647 9.188293 2.251625 -0.019 -0.028 0.003 0.075
C 0.072287 -5.558757 -2.202676 0.073 0.183 0.024 -0.006
C -0.635583 -5.067596 -3.439778 -0.007 -0.009 -0.147 -0.530
O -0.080989 -4.390535 -4.295868 -0.139 -0.070 0.181 0.015
N -1.938544 -5.420859 -3.582101 0.050 -0.016 0.136 0.010
C -2.754623 -6.208700 -2.676291 -0.080 0.121 -0.323 -0.068
H 1.101856 -5.209661 -2.230165 -0.015 0.013 -0.086 0.081
H -0.408447 -5.195792 -1.286239 0.114 -0.184 -0.348 0.053
H 0.074219 -6.650253 -2.185554 -0.019 -0.005 0.089 0.089
H -2.359893 -5.077413 -4.430480 -0.012 -0.018 -0.012 0.138
H -3.120667 -7.100492 -3.188307 -0.009 -0.052 0.099 0.084
H -3.614025 -5.622677 -2.347038 -0.006 -0.068 0.112 0.084
H -2.184290 -6.508263 -1.803588 0.009 0.058 0.028 0.060
C -0.209347 -7.640564 1.201826 -0.031 0.023 -0.055 0.000
C -0.350090 -6.152032 1.403051 -0.091 0.017 -0.053 -0.536
O -1.004997 -5.455737 0.638254 -0.064 -0.015 0.342 0.002
N 0.281198 -5.602517 2.470288 0.029 -0.171 -0.049 0.008
C 1.096288 -6.265993 3.473632 -0.092 0.372 -0.024 -0.070
H -0.766267 -7.924800 0.314575 -0.025 0.055 -0.011 0.078
H 0.837057 -7.912700 1.060308 -0.005 -0.065 0.078 0.090
H -0.612694 -8.184472 2.056213 0.087 -0.050 0.012 0.089
H 0.145468 -4.607988 2.546934 -0.004 0.019 0.026 0.134
H 0.660422 -6.116333 4.462332 0.046 -0.109 0.036 0.085
H 2.102618 -5.844859 3.471210 0.044 -0.110 0.035 0.084
H 1.162520 -7.329883 3.278054 -0.015 -0.012 -0.026 0.073
```
Forces are in eV/Å.

=====

# 2
Density functional theory data (ωB97M-V/def2-TZVPD) for C17H24BN8S5Tm as an isolated structure.

energy above the lowest of the compared OMol25 structures with the same formula, charge and spin: 18.24 kcal/mol
multiplicity: 3

XYZ file:
```
56
Properties=species:S:1:pos:R:3:forces:R:3:nbo_charge:R:1
Tm 0.505914 1.231052 -0.128870 0.212 -0.040 0.266 1.193
S 3.067288 0.824407 -0.472266 -0.012 -0.156 0.013 -0.266
C 3.405806 1.465414 1.125701 -0.093 -0.100 -0.091 -0.246
C 4.713862 2.039350 1.257172 0.012 0.118 0.087 0.252
N 5.776696 2.470363 1.333161 0.052 0.033 -0.010 -0.291
C 2.598453 1.400019 2.220641 0.003 -0.071 -0.158 -0.273
S 1.007021 0.652136 2.306226 -0.084 -0.110 0.090 -0.286
C 3.050820 1.935228 3.469978 0.043 0.171 0.006 0.253
N 3.374130 2.363577 4.486915 0.017 -0.029 0.047 -0.293
C 1.577327 3.639320 -3.154796 0.062 -0.036 0.035 -0.401
N 0.189888 3.830921 -2.767078 -0.007 -0.020 0.022 -0.350
C -0.880071 3.969500 -3.622750 -0.105 0.059 0.033 -0.083
C -1.962405 4.209395 -2.845983 0.080 -0.009 -0.077 -0.031
N -1.561447 4.230549 -1.533345 0.061 -0.080 -0.077 -0.474
B -2.552662 4.493880 -0.352947 0.080 0.008 -0.011 0.194
N -2.379633 3.429473 0.784940 -0.095 -0.086 -0.023 -0.467
C -2.440734 3.776272 2.110123 0.027 -0.057 0.099 -0.024
C -2.427900 2.643738 2.850904 0.005 0.096 -0.005 -0.078
N -2.348362 1.597825 1.963776 -0.022 0.016 -0.051 -0.339
C -2.391224 0.193363 2.324069 0.047 -0.041 -0.031 -0.402
C -2.317152 2.094648 0.701785 0.014 0.071 -0.031 0.253
S -2.153999 1.115503 -0.720252 0.094 0.022 0.052 -0.287
C -0.246258 3.990345 -1.495941 -0.028 0.065 0.101 0.271
S 0.776484 3.885706 -0.104853 -0.049 -0.070 0.025 -0.266
H 1.624159 3.622502 -4.240283 0.019 -0.012 0.001 0.215
H 1.974810 2.705425 -2.752665 -0.006 0.073 -0.035 0.226
H 2.184926 4.455554 -2.767864 0.003 -0.021 -0.017 0.234
H -0.769490 3.890915 -4.688071 -0.009 -0.011 -0.033 0.227
H -2.991669 4.360097 -3.110062 -0.037 0.000 -0.020 0.240
H -2.330435 5.562965 0.146968 0.021 0.064 0.017 -0.038
H -3.659116 4.408016 -0.816370 -0.065 -0.004 -0.016 -0.043
H -2.466591 4.806834 2.409509 -0.011 0.029 0.018 0.241
H -2.431916 2.486262 3.913303 -0.014 0.008 0.028 0.233
H -2.089298 0.099008 3.363779 0.002 -0.015 -0.004 0.225
H -1.707484 -0.375551 1.695015 -0.038 0.016 0.026 0.234
H -3.398723 -0.199052 2.185284 0.017 -0.008 0.016 0.215
C -0.980313 -6.361786 -1.479602 0.004 -0.019 -0.015 -0.613
C -1.022998 -5.181909 -0.525403 -0.029 -0.007 0.100 -0.223
N -0.576199 -3.935745 -1.143255 0.047 0.045 -0.136 -0.589
C 0.337631 -3.081054 -0.658665 0.409 -0.034 0.474 0.382
S 0.206996 -1.440661 -1.024969 -0.606 0.164 -0.713 -0.271
N 1.346780 -3.507875 0.115642 -0.038 0.123 -0.002 -0.585
C 2.011867 -4.808189 0.073048 0.015 -0.066 -0.076 -0.223
C 2.121019 -5.452612 1.443254 0.003 -0.013 0.019 -0.614
H -1.364949 -7.255451 -0.989343 -0.009 -0.015 0.011 0.222
H 0.033455 -6.566746 -1.822619 0.024 0.006 0.002 0.209
H -1.594699 -6.171041 -2.359463 -0.016 0.012 -0.007 0.215
H -0.420309 -5.360070 0.362589 -0.043 -0.016 -0.043 0.208
H -2.046163 -5.023176 -0.173848 0.016 -0.024 -0.015 0.206
H -1.241144 -3.475455 -1.747103 -0.001 -0.003 0.040 0.420
H 1.912717 -2.739324 0.450391 -0.001 -0.019 0.007 0.429
H 3.008876 -4.648921 -0.345958 -0.013 -0.017 0.025 0.211
H 1.481782 -5.445677 -0.631880 0.045 0.015 0.044 0.203
H 2.655358 -4.801181 2.134362 0.012 0.017 0.001 0.222
H 2.669116 -6.391705 1.375287 0.011 -0.015 -0.006 0.222
H 1.140146 -5.656368 1.872701 -0.024 -0.001 -0.002 0.206
```
Forces are in eV/Å.

=====

# 3
Density functional theory data (ωB97M-V/def2-TZVPD) for one molecule with the formula C3H9NO.

energy above the lowest of the compared OMol25 structures with the same formula, charge and spin: 37.45 kcal/mol
multiplicity: 1
SMILES: C[C@H](N)CO

XYZ file:
```
14
Properties=species:S:1:pos:R:3:forces:R:3:nbo_charge:R:1
C -1.125269 0.251920 0.418898 0.078 1.478 1.087 -0.083
O -1.232942 1.459794 1.204278 0.082 0.249 -0.096 -0.738
C 0.140164 0.123963 -0.390744 2.203 0.697 -0.622 -0.077
C 0.268064 -1.221260 -1.177812 -0.345 0.758 1.677 -0.632
N 1.381200 0.258718 0.416394 0.015 0.340 0.437 -0.860
H -2.000073 0.491567 -0.175563 -0.194 -1.388 -0.546 0.206
H -1.181334 -0.589087 1.107892 -0.524 -0.426 -0.146 0.158
H -0.461620 1.692493 1.723363 0.426 -0.433 -0.051 0.464
H 0.133143 0.961139 -1.117606 0.174 -0.347 0.368 0.190
H 0.467139 -0.983772 -2.212271 -1.129 -0.400 -0.548 0.225
H 1.151029 -1.821598 -0.920391 -0.287 0.421 0.601 0.227
H -0.629354 -1.705933 -0.759254 0.097 -0.825 -1.663 0.209
H 1.782108 1.182465 0.519293 -0.390 0.160 -0.316 0.363
H 1.307742 -0.100413 1.363526 -0.204 -0.283 -0.180 0.351
```
Forces are in eV/Å.

=====

Number 1: E_tot -2377.78377 Ha. Number 2: E_tot -4201.42295 Ha. Number 3: E_tot -249.65401 Ha.